Density functional theory data (wB97M-V/def2-TZVPD) for a structure of composition C29H31Cl4CrFN3O2S.

- HOMO level (spin up / spin down): -4.15 / -4.57 eV
- <S²>: 6.011
- Relative energy (zero: lowest compared OMol25 entry of this formula, charge and spin): 0.000 eV
- Kohn-Sham gap (spin up / spin down): 0.2457 / 0.2608 Eh
- E_LUMO (spin up / spin down): 2.53 / 2.53 eV
- DFT total energy: -131210.9080 eV
- 2S+1: 5
- Net charge: -1

```
72
C29H31Cl4CrFN3O2S wB97M-V/def2-TZVPD
Cr 0.616 0.895 0.178
Cl -4.088 5.802 0.420
C -2.581 4.961 0.253
C -1.426 5.658 -0.045
Cl -1.458 7.378 -0.261
C -0.214 4.961 -0.172
Cl 1.267 5.794 -0.534
C -0.155 3.587 -0.010
O 0.953 2.879 -0.089
C -1.349 2.859 0.288
O -1.245 1.566 0.442
C -2.539 3.569 0.420
Cl -3.967 2.669 0.810
C -0.246 0.837 -3.152
C -0.110 -0.631 -2.738
C 0.116 -1.518 -3.963
C -1.304 -1.070 -1.912
C -2.539 -1.217 -2.535
C -3.656 -1.601 -1.818
C -3.535 -1.838 -0.459
C -2.321 -1.693 0.206
C -2.322 -1.922 1.709
C -1.362 -3.007 2.201
C -2.119 -0.627 2.494
C -1.189 -1.302 -0.531
N 0.058 -1.105 0.136
C 0.903 -2.175 0.101
C 0.715 -3.344 -0.671
C 1.619 -4.396 -0.662
C 2.765 -4.358 0.118
C 2.977 -3.233 0.913
C 2.070 -2.204 0.894
F 2.316 -1.134 1.701
H 0.661 1.185 -3.652
H -0.432 1.482 -2.290
H -1.086 0.966 -3.840
H 0.773 -0.721 -2.107
H -0.714 -1.443 -4.670
H 0.224 -2.566 -3.677
H 1.025 -1.212 -4.487
H -2.626 -1.021 -3.598
H -4.615 -1.707 -2.310
H -4.411 -2.126 0.113
H -3.334 -2.277 1.936
H -0.335 -2.644 2.232
H -1.385 -3.893 1.564
H -1.640 -3.309 3.215
H -1.115 -0.238 2.322
H -2.250 -0.819 3.564
H -2.819 0.147 2.180
H -0.174 -3.413 -1.284
H 1.418 -5.262 -1.282
H 3.470 -5.178 0.125
H 3.842 -3.144 1.558
C 0.005 2.661 3.282
S 1.399 1.593 2.884
C 1.178 0.352 4.170
H -0.936 2.140 3.102
H 0.051 3.531 2.629
H 0.068 2.989 4.320
H 1.275 0.813 5.154
H 1.954 -0.399 4.044
H 0.206 -0.131 4.082
N 3.126 1.903 -1.039
C 4.263 1.761 -1.725
C 4.477 0.406 -1.886
C 3.385 -0.201 -1.254
N 2.573 0.718 -0.743
H 2.566 2.725 -0.784
H 4.829 2.618 -2.048
H 5.299 -0.076 -2.385
H 3.156 -1.249 -1.146
```